(1)
2 unconnected molecules or ions with the total composition C4H10O2, computed with wB97M-V/def2-TZVPD.

Summary:
M = 90.12 g mol⁻¹
Energy = -308.74990 Eh
E_LUMO = 0.0097 Ha
Relative energy (zero: lowest compared OMol25 entry of this formula, charge and spin) = 93.04 kcal per mole
E_HOMO = -8.716 eV

The geometry in ORCA input format:
```
! RIJCOSX wB97M-V def2-TZVPD def2/J DEFGRID3
* xyz 0 1
C -1.429 -1.005 -1.461
O -0.583 -1.168 -0.341
C 0.373 0.623 0.303
C -0.210 1.139 1.569
C 1.658 -0.051 0.233
O 1.873 -0.823 -0.792
H -2.439 -0.791 -1.099
H -1.102 -0.180 -2.114
H -1.460 -1.920 -2.066
H 0.016 1.024 -0.642
H -1.082 0.514 1.791
H -0.548 2.176 1.488
H 0.496 1.035 2.401
H 2.027 1.087 0.183
H 2.032 -0.348 1.239
H 0.377 -1.311 -0.691
*
```

natural (NBO) atomic charge list, values in e, 8 entries: -0.253 -0.711 0.184 -0.706 -0.060 -0.799 0.179 0.163

=====

(2)
2 unconnected molecules or ions with the total composition C6H10OS at a distorted geometry, computed with wB97M-V/def2-TZVPD.

Summary:
M = 130.21 g mol⁻¹
Energy = -707.84935 Eh
E_LUMO = 0.0098 Ha
Relative energy (zero: lowest compared OMol25 entry of this formula, charge and spin) = 126.09 kcal per mole
E_HOMO = -9.062 eV

The geometry in ORCA input format:
```
! RIJCOSX wB97M-V def2-TZVPD def2/J DEFGRID3
* xyz 0 1
C -1.480 1.480 0.344
C -0.892 0.062 0.088
C 0.392 0.328 -0.679
C 1.315 -0.622 -0.470
C 0.897 -1.243 0.841
C -0.236 -0.723 1.282
H -0.708 1.768 1.131
H -1.476 1.961 -0.758
H -2.491 1.491 0.832
H -2.982 -0.166 -1.023
H 1.194 1.083 -0.134
H 0.128 0.494 -1.635
H 1.511 -1.555 -1.195
H 3.203 -0.688 -1.288
H 1.715 -1.744 1.411
H -0.688 -0.868 2.192
O 2.667 0.087 -0.369
S -2.071 -1.146 -0.568
*
```

natural (NBO) atomic charge list, values in e, 8 entries: -0.625 -0.167 -0.495 0.065 -0.209 -0.190 0.234 0.225

=====

(3)
C3H2ClFO2 in the gas phase at a distorted geometry, computed with wB97M-V/def2-TZVPD.

Summary:
M = 124.50 g mol⁻¹
SMILES string = O=C(O)/C=C(/F)Cl
Energy = -825.99244 Eh
E_LUMO = -0.0026 Ha
Relative energy (zero: lowest compared OMol25 entry of this formula, charge and spin) = 29.91 kcal per mole
E_HOMO = -10.331 eV

The geometry in ORCA input format:
```
! RIJCOSX wB97M-V def2-TZVPD def2/J DEFGRID3
* xyz 0 1
O -2.767 -0.741 -0.141
C -1.762 0.040 0.051
O -1.634 1.418 0.134
C -0.485 -0.827 -0.092
C 0.853 -0.564 0.034
F 1.797 -1.469 0.155
Cl 1.695 0.939 -0.113
H -0.798 1.814 0.636
H -0.630 -1.863 0.003
*
```

natural (NBO) atomic charge list, values in e, 8 entries: -0.544 0.780 -0.692 -0.425 0.400 -0.295 0.005 0.526

=====

(4)
C5H7N in the gas phase at a distorted geometry, computed with wB97M-V/def2-TZVPD.

Summary:
M = 81.12 g mol⁻¹
SMILES string = C#C[C@H](N)C=C
Energy = -249.30351 Eh
E_LUMO = 0.0282 Ha
Relative energy (zero: lowest compared OMol25 entry of this formula, charge and spin) = 106.51 kcal per mole
E_HOMO = -9.558 eV

The geometry in ORCA input format:
```
! RIJCOSX wB97M-V def2-TZVPD def2/J DEFGRID3
* xyz 0 1
C 1.108 1.704 1.902
C 0.471 0.948 1.170
C -0.294 0.043 0.336
N -0.776 -1.160 0.991
C 0.649 -0.353 -0.786
C 0.057 -0.346 -2.059
H 1.496 2.397 2.654
H -1.111 0.541 -0.129
H -1.891 -0.961 1.519
H -1.054 -1.688 -0.011
H 1.720 -0.690 -0.582
H -1.019 0.066 -2.097
H 0.645 -0.501 -2.906
*
```

natural (NBO) atomic charge list, values in e, 8 entries: -0.230 -0.015 -0.204 -0.789 -0.158 -0.401 0.246 0.201